Below is a 9-piece molecular cluster, C33H42BF4O13 overall in a non-equilibrium geometry, with properties calculated with ωB97M-V/def2-TZVPD.

Properties
E_tot (Eh): -2685.02746
Relative energy (zero: lowest compared OMol25 entry of this formula, charge and spin) (kcal/mol): 33.4
Kohn-Sham gap (eV): 7.91
Net charge: -1
HOMO energy (eV): -5.704

Geometry as XYZ:
```
93
Properties=species:S:1:pos:R:3:forces:R:3:lowdin_charge:R:1
B 0.794606 0.199537 1.139644 -3.287 -2.708 -0.011 -1.33
F 0.374736 -0.569411 0.038221 -0.773 -0.300 -0.649 0.12
F 1.977225 0.650504 0.758236 2.948 1.849 0.483 0.20
F -0.186739 1.180537 1.353231 0.477 0.288 0.375 0.14
F 0.843513 -0.736522 2.231928 0.370 1.157 -0.127 0.10
C 1.863294 1.495654 4.762956 0.120 1.008 4.291 -0.20
O 0.882029 2.060009 4.043046 -1.006 2.458 -0.115 -0.04
H 2.186665 0.585083 4.477277 0.434 -3.503 -1.342 0.04
H 1.391306 1.418128 5.741120 0.464 -0.578 0.632 0.09
H 2.807999 1.965421 4.978320 0.415 1.533 -0.540 0.08
H 0.904410 1.645170 3.229355 -0.504 -0.880 -2.864 0.00
C 1.612367 4.150090 0.790639 0.241 1.652 -2.032 -0.09
O 2.864583 4.172175 -0.117283 -4.334 -0.532 -0.528 -0.16
H 1.341023 4.939632 1.567457 0.757 0.065 -2.017 0.11
H 1.654264 3.378784 1.406233 1.696 -3.757 3.226 -0.02
H 0.732748 3.672352 0.316414 -0.011 1.509 -0.837 0.07
H 2.400446 3.808170 -0.991481 1.826 1.203 2.445 0.07
C 1.619895 -2.081853 -2.850593 6.569 -3.903 1.649 -0.09
O 2.826701 -1.468000 -3.338495 -1.419 -2.653 -3.415 -0.10
H 1.708621 -1.951397 -1.822464 -0.741 -0.019 2.074 0.06
H 1.548964 -3.197188 -3.029548 0.446 1.151 -0.143 0.11
H 0.858363 -1.652838 -3.209667 -6.025 3.299 -2.816 -0.02
H 3.164168 -0.952300 -2.669104 1.108 1.767 2.404 -0.03
C -1.868001 -2.760057 1.910087 -0.253 -0.504 0.111 0.03
C -3.155356 -3.168609 2.193662 0.135 -2.498 0.445 -0.02
C -3.550214 -4.496680 1.918685 1.423 -0.682 -1.847 -0.32
C -2.694736 -5.361158 1.222754 -0.937 0.528 0.599 -0.01
C -1.403739 -4.921277 0.882239 -2.014 -0.240 0.698 -0.02
C -0.966576 -3.675768 1.222994 -1.666 2.863 1.045 -0.29
O 0.219824 -3.170517 0.876139 0.863 -5.373 -1.421 0.09
O -4.789234 -4.984650 2.276969 0.799 -1.931 -5.693 0.07
H -1.651941 -1.743390 2.308628 0.628 -0.943 -0.754 0.12
H -3.833157 -2.727129 2.890383 -0.165 1.330 0.013 0.09
H -3.075834 -6.382560 0.966811 0.592 1.055 0.243 0.13
H -0.894978 -5.642088 0.347866 1.815 -0.893 -1.094 0.09
H 0.232646 -2.304629 1.084061 0.316 4.798 1.027 -0.01
H -4.857159 -4.673094 3.082641 -1.485 2.204 6.563 0.00
C 3.320812 2.066135 -3.503144 2.134 3.290 -1.517 0.01
C 2.926184 3.380424 -4.038821 -2.507 -2.974 2.854 0.07
C 1.675948 3.984643 -3.581515 4.657 -4.948 0.609 -0.42
C 0.984826 3.430297 -2.559487 3.732 -5.834 0.546 -0.04
C 1.464368 2.170587 -2.007544 -1.439 0.862 1.676 -0.02
C 2.667072 1.540313 -2.458623 -3.109 0.476 2.736 -0.34
O 3.233970 0.567089 -1.668090 -0.196 0.366 -0.050 0.02
O 1.235783 5.056858 -4.078148 -3.095 4.700 -2.999 0.10
H 4.364040 1.646073 -3.593392 -1.212 0.667 -0.630 0.14
H 3.581770 3.918711 -4.624789 1.070 0.922 -1.517 0.07
H 0.224177 3.876834 -2.091466 -3.068 1.742 1.425 0.08
H 0.867485 1.818063 -0.994348 1.880 0.644 -2.886 0.15
H 2.901953 0.740037 -0.765814 0.251 -0.431 -0.385 0.09
H 0.258504 4.916705 -4.122810 1.037 0.915 -0.071 0.15
C -3.187103 2.189450 -4.374322 0.513 -0.962 -3.975 -0.04
C -3.208335 2.062653 -3.032971 -0.857 0.390 2.238 -0.05
C -2.045513 1.497304 -2.467713 2.020 -2.600 -0.531 -0.30
C -0.960069 0.834983 -3.234596 -2.336 0.750 0.877 0.03
C -1.139741 0.919343 -4.657229 3.605 -1.215 3.417 -0.07
C -2.129899 1.604767 -5.227182 -1.527 1.193 1.099 -0.35
O -2.085763 1.807407 -6.566469 -0.116 0.053 -2.615 0.00
O -2.052547 1.335588 -1.132619 -6.735 2.024 -1.614 0.07
H -4.045928 2.571551 -4.913884 0.051 0.244 0.028 0.10
H -4.198653 2.399601 -2.358468 3.192 -0.948 -1.857 0.18
H -0.076224 0.223307 -2.693827 -2.445 1.726 -1.421 0.14
H -0.236615 0.553521 -5.158747 -0.677 -0.022 -0.636 0.12
H -1.400430 1.316649 -7.140174 -1.462 0.872 2.309 0.15
H -1.278347 1.164097 -0.790227 6.578 -1.747 2.745 -0.03
C -6.929758 -0.300468 2.049704 -0.044 0.159 -2.244 0.00
C -5.616001 -0.472527 2.625519 -2.169 -0.066 1.402 -0.01
C -4.577451 0.352274 2.219002 -0.421 -0.637 -1.666 -0.33
C -4.813230 1.219579 1.177479 0.038 3.066 -1.367 -0.01
C -6.038112 1.437710 0.473338 1.398 -4.027 3.569 0.03
C -7.041109 0.498251 0.876719 0.633 1.423 0.079 -0.32
O -8.250195 0.627347 0.214643 -0.064 1.888 1.141 0.01
O -3.307905 0.211802 2.648938 -8.194 -5.857 7.342 0.13
H -7.982620 -0.765814 2.169683 2.350 0.106 0.862 0.14
H -5.501596 -1.083401 3.541836 -0.007 0.211 -0.790 0.11
H -3.946417 1.915337 1.012577 -0.919 -0.687 -0.388 0.13
H -6.116558 2.137309 -0.292669 -0.342 0.925 -1.133 0.08
H -8.564351 -0.085139 -0.291020 -0.058 -1.779 -0.720 0.07
H -2.692576 0.577524 2.234009 7.881 5.331 -6.120 -0.03
C 4.114918 -2.117173 1.932841 3.415 -1.955 1.608 0.04
C 4.688724 -3.339117 2.418231 -1.184 2.894 -1.413 0.00
C 6.061206 -3.491004 2.665965 -1.720 2.054 -1.134 -0.39
C 7.002735 -2.446468 2.468801 -1.729 -0.345 -0.293 0.00
C 6.392923 -1.285657 1.905955 4.550 3.086 1.922 -0.05
C 5.073864 -1.106072 1.770959 -4.105 0.254 -0.660 -0.38
O 4.537026 0.126213 1.496834 -1.161 0.547 -0.288 0.00
O 6.424761 -4.719669 2.892360 3.155 -3.850 1.200 0.04
H 3.075132 -1.893862 1.846791 -0.591 -0.306 -0.163 0.10
H 4.027174 -4.171166 2.441735 -0.210 -0.840 0.403 0.10
H 8.074789 -2.563249 2.754691 -1.123 0.215 -0.547 0.12
H 6.982896 -0.191008 1.924694 -1.272 -3.235 -0.385 0.18
H 3.519360 0.073335 1.444360 2.488 0.050 0.148 0.10
H 5.857914 -5.438011 3.223084 -0.356 1.396 -0.297 0.13
```
Positions in Å, forces in eV/Å.